91
Properties=species:S:1:pos:R:3:forces:R:3 method="wB97M-V/def2-TZVPD" relative_energy_ev=0.0000 multiplicity=1 lumo_energy_ev="1.75 / 1.75" max_force_ev_per_a=4.007 energy_ev=-96387.1844 e_homo_ev="-2.68 / -2.68" total_charge=-1
Ca -0.273 0.008 0.298 1.7858 -2.1365 -2.8821
C -4.760 -1.371 1.403 0.2385 0.0082 -0.1425
Si -3.849 -0.989 -0.237 -0.4658 0.0066 -0.1834
C -4.086 0.855 -0.539 0.1559 -0.1523 0.0808
C -4.886 -1.847 -1.591 0.2185 -0.0507 0.1883
N -2.193 -1.423 -0.259 -0.0817 0.1944 0.0340
C -1.790 -2.719 -0.195 -0.1360 -0.1188 -0.0467
C -2.616 -3.848 0.054 0.0870 0.1721 0.0484
C -2.123 -5.136 0.142 0.0555 -0.1111 0.0075
C -0.770 -5.401 -0.023 -0.0865 -0.0480 0.0198
C 0.078 -4.335 -0.298 0.1753 0.0312 -0.0518
C -0.437 -3.067 -0.389 -0.1226 -0.2422 0.0015
F 0.432 -2.042 -0.692 -0.0392 -0.2443 -0.0713
H -5.716 -0.845 1.462 0.0089 0.0463 -0.0617
H -4.146 -1.058 2.255 -0.0141 0.0088 0.0052
H -4.962 -2.438 1.519 0.0083 0.0000 0.0405
H -5.067 1.049 -0.980 -0.0351 -0.0794 0.0075
H -3.325 1.253 -1.210 -0.0041 0.0513 0.0034
H -4.029 1.421 0.391 -0.0056 0.0860 -0.0229
H -5.918 -1.486 -1.578 0.0034 0.0410 0.0421
H -4.909 -2.930 -1.453 -0.0318 0.0122 -0.0778
H -4.473 -1.649 -2.583 0.0226 0.0241 0.0088
H -3.674 -3.676 0.194 0.0001 -0.0525 0.0395
H -2.807 -5.951 0.349 -0.0106 0.0168 -0.0080
H -0.382 -6.407 0.058 0.0178 0.0092 -0.0072
H 1.141 -4.483 -0.441 -0.0007 0.0637 -0.0273
O 2.073 -0.134 0.539 0.0143 0.6396 0.7018
C 3.092 0.249 -0.051 0.4082 -1.8602 -1.0477
C 3.789 1.489 0.081 -0.3794 1.3920 0.1455
C 5.199 1.590 0.162 -0.2130 -0.1951 0.2168
C 5.832 2.798 0.023 0.0016 0.0488 0.0350
C 5.102 3.969 -0.224 -0.0054 -0.0188 0.0267
C 3.725 3.893 -0.319 0.1230 0.1377 -0.0236
C 3.047 2.683 -0.184 0.2900 -0.4771 0.0399
P 1.221 2.560 -0.187 0.8165 0.8575 -0.1239
C 0.726 3.762 -1.485 -0.0236 -0.0621 -0.0007
C 1.532 3.959 -2.606 -0.0387 -0.0080 0.0204
C 1.120 4.790 -3.639 0.0213 -0.0343 -0.0268
C -0.116 5.416 -3.578 0.0192 0.0345 -0.0317
C -0.945 5.187 -2.488 -0.0658 0.0174 0.0222
C -0.535 4.363 -1.450 0.0771 0.0042 -0.0469
C 1.007 3.518 1.374 -0.0839 0.0134 -0.0040
C 1.197 2.807 2.559 -0.0944 -0.0548 -0.0489
C 1.063 3.426 3.791 0.0149 -0.0669 0.0069
C 0.744 4.775 3.855 0.0117 0.0897 0.0752
C 0.596 5.502 2.683 0.0061 0.0022 0.0214
C 0.740 4.881 1.450 -0.0965 -0.0540 0.0302
H 5.770 0.688 0.352 -0.0028 -0.0229 -0.0901
H 6.912 2.849 0.101 -0.0012 -0.0134 0.0370
H 5.614 4.919 -0.313 -0.0492 0.0098 -0.0442
H 3.154 4.804 -0.464 -0.0025 -0.0044 -0.0750
H 2.489 3.457 -2.670 0.0344 0.0460 0.0140
H 1.768 4.944 -4.493 -0.0088 -0.0025 0.0018
H -0.429 6.076 -4.379 -0.0346 -0.0278 0.0044
H -1.924 5.648 -2.444 0.0185 0.0098 0.0065
H -1.198 4.185 -0.613 -0.0436 -0.0227 0.0498
H 1.460 1.755 2.494 0.0011 -0.0435 0.0617
H 1.208 2.857 4.704 -0.0032 -0.0069 -0.0339
H 0.630 5.265 4.816 -0.0010 -0.0136 -0.0122
H 0.360 6.558 2.729 0.0198 0.0032 -0.0141
H 0.627 5.465 0.546 -0.0437 -0.0131 -0.0080
C -5.335 2.592 4.914 0.1913 0.0219 -0.0467
C -4.041 2.418 5.708 -0.3152 0.0525 0.1133
C -4.297 1.558 6.939 0.2258 0.0036 0.0449
C -2.996 1.310 7.690 -0.1227 -0.0168 -0.1065
C -2.040 0.605 6.769 0.0436 -0.1034 0.3178
C -1.122 -0.307 7.249 -0.1823 0.1468 -0.1209
C -0.250 -0.932 6.368 0.0903 -0.0387 -0.2030
F 0.644 -1.807 6.870 0.0260 -0.0370 0.0690
C -0.274 -0.689 5.024 -0.0153 -0.0048 0.0126
C -1.207 0.223 4.517 -0.1062 -0.0572 0.3115
C -1.225 0.485 3.079 -0.1240 0.1232 0.0568
O -0.553 -0.238 2.315 -0.4500 0.1036 2.4125
C -1.999 1.629 2.694 0.2871 -0.0304 -0.2057
C -2.830 2.208 3.599 -0.0064 -0.1014 0.2984
N -2.988 1.803 4.878 0.0685 0.1461 -0.2024
C -2.091 0.878 5.392 0.1660 -0.2114 -0.1686
C -1.892 2.351 1.356 -0.2149 0.5207 -0.0298
O -2.413 3.467 1.293 -0.0496 -0.1654 -0.0453
O -1.248 1.772 0.427 -1.8000 1.8567 0.6957
H -6.143 2.864 5.593 0.0077 0.0070 0.0138
H -5.594 1.658 4.412 -0.0388 -0.0022 0.0160
H -5.253 3.374 4.162 -0.0549 -0.0153 -0.0192
H -3.685 3.400 6.040 0.0253 -0.0247 -0.0051
H -4.719 0.598 6.629 -0.0652 0.0230 -0.0262
H -5.030 2.059 7.571 -0.0096 0.0335 -0.0292
H -3.169 0.712 8.585 0.0400 -0.0084 0.0010
H -2.571 2.266 8.013 -0.0001 0.0007 0.0201
H -1.080 -0.542 8.304 0.0319 0.0167 0.0118
H 0.408 -1.177 4.341 -0.0115 -0.0324 0.0129
H -3.385 3.076 3.272 -0.0666 -0.0464 -0.0294


18
Properties=species:S:1:pos:R:3:forces:R:3 method="wB97M-V/def2-TZVPD" relative_energy_ev=1.1936 multiplicity=1 lumo_energy_ev=0.94 max_force_ev_per_a=1.294 energy_ev=-7321.8352 e_homo_ev=-8.28 total_charge=0
C 2.291 -0.065 -1.858 -0.4814 -0.0932 -0.3245
C 1.774 -0.380 -0.462 0.5887 0.2994 -0.0336
N 1.488 0.860 0.269 -0.1708 -0.1637 0.1449
H 1.568 0.513 -2.438 -0.1832 0.0781 0.1521
H 2.424 -0.990 -2.424 0.3434 0.0514 0.0486
H 3.196 0.539 -1.830 0.1521 -0.2063 0.0735
H 2.574 -0.891 0.081 -0.0928 -0.0695 -0.0089
H 0.939 -1.085 -0.536 -0.1567 0.1177 0.1226
H 0.524 1.150 0.149 0.0176 -0.0112 -0.0423
H 1.638 0.744 1.265 -0.0804 -0.0204 -0.1141
C -2.770 -0.183 -0.145 0.2054 -0.3345 -0.3760
C -2.141 -0.464 0.989 0.8533 0.6480 0.7253
N -1.989 0.428 2.039 0.0874 0.0728 -0.2227
H -3.016 0.839 -0.406 -0.4969 -0.1299 0.1743
H -2.906 -0.969 -0.871 0.0761 0.1298 -0.1950
H -1.527 -1.342 1.171 -0.5828 -0.4246 -0.2914
H -2.703 1.107 2.225 0.0936 0.0355 0.0099
H -1.364 0.188 2.783 -0.1727 0.0206 0.1572